Entry 1:
Molecular formula: C24H72N10O12
Method: DFT, ωB97M-V with the def2-TZVPD basis set

XYZ file:
```
118
Properties=species:S:1:pos:R:3:mulliken_charge:R:1
O -1.3122 1.9368 3.5451 -0.39
O -0.0984 0.3388 0.6078 1.78
O 2.2376 -4.0777 3.0385 -0.77
O 2.2781 1.7137 4.8269 -0.78
O -0.3921 -1.1548 -4.1599 -0.38
O -1.1716 -2.7596 1.5917 -0.49
O 1.8940 2.2658 -0.4001 -0.54
O -2.9397 1.2641 -1.1609 -0.54
O 4.2681 0.7377 0.2453 -0.61
O -2.0851 4.5629 0.5555 -0.79
O 1.5470 -3.4383 -1.9943 -0.62
O -3.2969 -2.5513 -0.6759 -0.51
N 3.4954 0.6056 3.1647 -0.46
N 3.4486 -2.0997 3.5345 -0.25
N -0.2178 3.4369 1.4064 0.10
N 2.1064 -1.9295 -3.7143 -0.18
N 1.2255 0.9000 2.9017 0.49
N -0.7502 2.9330 -0.6425 0.04
N 1.3978 -1.8367 2.9199 0.24
N -3.8703 -1.1601 -2.3973 0.27
N 3.6858 -3.1847 -2.8420 -0.35
N -4.3931 -3.2417 -2.6132 -0.38
C 2.3390 1.0995 3.6232 0.44
C -2.4578 3.6789 4.6451 -1.76
C -3.6143 1.0992 1.0590 -1.05
C -1.4315 0.7209 -3.9958 -1.11
C -1.2514 -0.4986 -6.1855 -1.33
C -1.0472 3.6165 0.4477 -0.09
C -5.2569 1.3907 -0.8841 -1.75
C -0.5974 -0.1518 -4.8799 0.64
C -3.8397 1.6680 -0.3596 0.98
C -0.8618 -4.2793 -0.0442 -1.66
C 3.0540 -0.8663 -0.2310 -0.17
C 4.5088 -0.4160 -0.1547 -0.48
C -1.2618 2.7151 4.5065 0.96
C 1.7926 2.0105 -2.6693 -0.70
C 5.3026 -1.3430 0.7752 -1.25
C 2.4454 -2.8447 -2.8755 0.30
C 2.3790 2.7090 -1.4683 0.39
C -3.8539 -2.3662 -1.8797 0.59
C -1.1048 1.8248 5.7223 -1.35
C 2.1032 4.1952 -1.5319 -1.88
C -1.0155 -4.0090 1.4109 1.23
C -0.1873 -0.6654 -0.4248 1.57
C -2.0900 -4.7728 2.0515 -1.86
C 2.3728 -2.6846 3.0968 0.52
H 4.3119 -2.6224 3.5513 0.30
H -1.8204 -4.2916 -0.5612 0.13
H 0.5891 -1.3308 -0.1919 0.54
H 2.5573 -0.3844 -1.1003 0.09
H 2.4549 4.6158 -2.4427 0.58
H -3.3710 -0.4384 -1.8512 -0.51
H 6.3884 -1.4057 0.4643 0.41
H 0.4699 -2.0468 2.6498 0.11
H -2.4718 0.4753 -3.8721 0.52
H 0.9416 1.3704 -2.6011 -0.32
H -5.2916 1.3606 -1.9721 0.33
H -1.4023 1.7055 -4.4334 0.40
H 2.6272 1.4590 -3.1375 0.16
H 3.4050 2.6993 -1.4039 0.72
H -1.2762 3.3945 -1.4328 0.48
H 4.2939 0.6627 3.8290 0.34
H 3.4770 -1.0729 3.4559 0.28
H -3.8002 2.7489 -0.3309 0.41
H 1.5225 -0.8068 2.9947 -0.35
H -4.3573 -4.2238 -2.2708 0.31
H -4.3872 1.2747 1.6994 0.70
H -1.4814 -1.5832 -6.1414 0.27
H -1.0306 2.4582 2.7026 -0.18
H -5.6217 0.4355 -0.6062 0.39
H -0.3989 -5.2138 -0.2016 0.57
H 3.8985 -3.8596 -2.1046 0.32
H -1.1362 0.7971 -2.9127 -0.26
H -3.4770 3.1953 4.7805 0.28
H -5.0005 -3.0822 -3.3550 0.15
H 0.3298 2.7786 -0.7454 0.08
H -1.8455 0.9985 5.7119 0.27
H 5.0962 1.2653 0.3044 0.40
H 0.3456 0.3197 -5.0543 0.28
H -2.7031 1.4119 1.5874 -0.11
H -0.6003 -0.2332 -6.9777 0.41
H -0.4470 3.4112 4.4283 0.21
H -1.1252 2.3905 6.6582 0.40
H -5.9455 2.1784 -0.6033 0.43
H -3.6498 0.0684 0.8608 0.20
H -3.0910 -4.6722 1.4871 0.10
H 2.1762 1.3162 -0.3417 -0.62
H -0.5949 1.1064 0.3373 -0.88
H 0.3289 1.2222 3.2600 0.04
H 2.4159 4.6808 -0.6534 0.40
H -2.3027 4.4289 5.4299 0.42
H -2.5733 4.1927 3.7692 0.48
H -0.2534 4.2811 2.0425 0.37
H 2.8997 -1.3636 -4.0774 0.21
H -1.1814 -1.7182 -4.2044 0.18
H -1.0843 -1.1831 -0.3263 -0.56
H 0.0089 -0.2408 -1.4004 -1.27
H 1.1179 -1.6156 -3.7419 0.15
H -4.3491 -0.8685 -3.2157 0.26
H -2.1240 1.8044 -0.9816 -0.30
H -0.1080 1.3536 5.6416 0.28
H 4.9450 -2.3748 0.8769 0.28
H -2.1445 0.1678 -6.4367 0.31
H 3.0168 -1.9744 -0.4190 0.71
H -2.1517 -4.5639 3.0901 0.46
H 2.5387 -0.7843 0.7526 -0.16
H 1.0101 4.4228 -1.6812 0.39
H 3.6798 0.4972 2.1627 0.26
H 0.6669 2.8792 1.4674 -0.14
H -1.8107 -5.7809 2.1161 0.52
H 4.9067 -0.6620 -1.1067 0.77
H -0.1224 -4.3559 1.8818 0.52
H -0.2668 -3.5399 -0.5429 0.45
H -1.5652 -2.3751 0.7565 -0.40
H 5.3612 -0.8522 1.7811 0.18
H 1.0958 0.4916 1.9344 -0.04
H 4.5154 -2.6675 -3.1286 0.21
H 1.4881 2.7766 -3.3953 0.63
```

Computed properties:
Relative energy (zero: lowest compared OMol25 entry of this formula, charge and spin) in kcal/mol: 146.1
HOMO in eV: -7.98
Electronic energy in eV: -65519.285
SMILES string: NC(N)=O.NC(N)=O.NC(N)=O.NC(N)=O.NC(N)=O.CC(C)O.CC(C)O.CC(C)O.CC(C)O.CC(C)O.CC(C)O.CO
Orbital gap in eV: 7.6


Entry 2:
Molecular formula: C24H72N6O12
Method: DFT, ωB97M-V with the def2-TZVPD basis set

XYZ file:
```
114
Properties=species:S:1:pos:R:3:mulliken_charge:R:1
O -4.1378 2.8834 1.2135 -0.79
O 3.1543 0.7309 -1.0103 -0.34
O -1.0236 -4.6605 0.3096 -0.54
O 1.9754 4.0646 2.4476 -0.78
O -1.8234 2.5491 4.5233 -0.57
O 3.4036 0.2998 2.6026 -0.70
O -4.4024 -1.9318 2.2041 -0.48
O -0.8203 3.8371 -2.5881 -0.75
O 0.2383 0.5628 -5.4662 -0.49
O -1.7125 0.4000 -0.3367 -0.20
O -2.2526 0.2613 -4.3577 -0.56
O 2.5099 -2.0840 -1.3068 -0.48
N -2.0981 3.1194 -0.6749 -0.31
N 3.7309 2.7194 1.5453 -0.28
N 1.8565 2.6492 0.4989 1.62
N -3.8911 0.5698 1.4702 0.28
N -0.2472 4.2935 -0.3722 -0.40
N -5.2791 1.4444 2.8441 -0.34
C 2.7902 -2.6425 -2.3963 1.17
C 2.3167 1.8343 -2.9864 -0.96
C -3.3790 -2.6608 2.3557 0.72
C -0.1045 -4.3870 -1.8435 -1.83
C 4.3465 2.4588 -1.7581 -2.05
C -0.6389 -3.9141 -0.5543 2.08
C -3.7143 -3.7738 3.3872 -1.77
C 0.1794 1.9741 -5.4593 -0.63
C -0.5088 0.2447 -1.0599 2.00
C 1.6896 -0.9171 1.4733 0.62
C -1.5678 1.5505 3.8386 0.32
C -3.1613 0.4198 -3.3265 -0.08
C 4.2743 -2.8347 -2.5081 -1.64
C -2.0998 -1.8039 2.5879 -0.92
C -1.7609 -2.9056 -0.9285 -1.49
C 2.4925 3.1399 1.5408 0.10
C -4.4141 1.6827 1.8789 0.58
C -1.0706 3.7415 -1.1824 0.41
C -0.8505 1.8865 2.5702 1.44
C 2.2314 -2.0031 -3.6835 -1.72
C 2.2151 -0.2177 2.7270 0.75
C 2.3772 -1.4016 3.7752 -1.75
C -0.6634 0.8204 4.8347 -1.54
C 3.4271 1.3436 -2.0575 1.14
H 0.1888 -3.7077 -2.6327 0.31
H -1.4824 -2.4132 -1.7692 0.81
H 3.3085 1.1129 2.0288 0.48
H 5.1681 2.1713 -1.0935 0.34
H 4.7706 2.8560 -2.7028 0.46
H -0.6206 4.7032 0.5013 0.22
H 2.0321 1.0587 -3.6579 -0.06
H -3.1470 -0.3341 -2.5626 0.04
H -3.1672 0.5537 0.7412 0.05
H -2.3067 -1.2481 3.4836 0.37
H 1.0113 3.1561 0.2841 -0.34
H 1.0261 2.4176 -5.9098 0.39
H -0.6429 2.3298 -6.1039 0.31
H -0.2870 -0.1187 4.4910 0.15
H 3.7728 3.1583 -1.2334 0.54
H 0.6871 -1.3072 1.7365 -0.76
H -1.5879 2.5430 1.9459 -0.27
H -1.2192 -2.4023 2.6043 0.61
H -1.9332 -1.1362 1.7008 -0.53
H -2.8562 -4.4173 3.5864 0.34
H -2.3284 3.0302 0.3443 -0.17
H 2.3969 -0.9634 4.8058 0.42
H -1.0589 3.0088 4.8547 0.51
H 1.5936 0.5939 3.0703 0.21
H -1.1678 0.5405 5.7983 0.34
H 0.0752 2.5195 2.8375 0.17
H -1.8791 1.3223 -0.3514 0.09
H -4.0366 -0.3786 1.8550 0.11
H 0.6259 4.6574 -0.6918 0.30
H 0.1235 1.4487 5.1890 0.61
H 2.2632 -1.7658 1.1949 0.91
H -2.8418 2.9190 -1.3640 0.26
H -0.7374 -5.1735 -2.3671 0.33
H 2.2337 -2.7221 -4.5230 0.43
H 4.1884 2.1697 0.8002 0.15
H -1.3633 0.4691 -4.1343 0.23
H 0.1704 -3.3035 -0.1719 -0.69
H 4.8723 -1.9626 -2.3146 0.27
H 4.0814 0.6982 -2.6809 0.51
H 0.6563 0.2701 -6.3052 0.28
H 2.6120 -2.7484 -0.6236 0.28
H -4.1316 0.5790 -3.8622 0.31
H -0.3213 -5.0134 0.8889 0.48
H 4.3642 3.0427 2.2965 0.28
H 1.6061 -0.1940 0.6999 -0.91
H 2.2696 1.8852 -0.0694 -0.93
H -5.1800 -2.4595 2.0684 0.39
H 3.1563 -0.2501 -1.1738 -0.11
H -0.3176 -0.8219 -1.2886 -0.32
H 1.2508 -1.6087 -3.3665 0.27
H 0.3051 0.7942 -0.5768 -0.97
H -2.7813 1.3772 -2.8323 -0.06
H -5.6485 2.2209 3.3295 0.28
H -4.4987 -4.4004 3.0680 0.52
H 4.6385 -3.4768 -1.7307 0.44
H 4.4703 -3.3322 -3.4835 0.39
H -0.0677 2.4776 -4.4217 0.16
H -0.6285 0.8017 -2.0066 -0.15
H -2.5201 0.9587 3.6667 -0.07
H -3.9298 -3.3732 4.4180 0.33
H -2.6052 -3.5406 -1.2128 0.59
H 2.6920 2.5719 -3.7034 0.58
H 0.8375 -4.9347 -1.6152 0.41
H 2.8146 -1.1658 -3.9730 0.48
H -3.3479 -3.1444 1.4011 0.24
H -0.4520 1.0317 2.1016 -0.88
H 1.4394 2.3398 -2.4937 -0.06
H 2.3709 -3.6597 -2.1931 -0.09
H -1.9527 -2.1617 -0.0408 -0.23
H 1.4553 -2.0215 3.7704 0.27
H -5.3539 0.5393 3.2907 0.16
H 3.2846 -2.0103 3.6129 0.38
```

Computed properties:
Relative energy (zero: lowest compared OMol25 entry of this formula, charge and spin) in kcal/mol: 283.3
HOMO in eV: -9.14
Electronic energy in eV: -59557.129
SMILES string: NC(N)=O.NC(N)=O.NC(N)=O.CC(C)O.CC(C)O.CC(C)O.CC(C)O.CC(C)O.CC(C)O.CO.CO.CO
Orbital gap in eV: 9.1


Question: What is the electronic energy in the second record?
Answer: -59557.129 eV